No. 1
Here is a single C2H5N molecule in a non-equilibrium geometry from OMol25. Energies are from wB97M-V/def2-TZVPD.

Structure (XYZ):
```
8
Properties=species:S:1:pos:R:3:forces:R:3
N -0.52471 -0.93381 -0.61745 -0.9 0.5 0.0
H -0.36482 -1.79934 -1.09685 0.5 0.1 0.1
C 0.17082 1.00524 0.64549 0.1 -1.2 -0.3
H -0.84233 1.35276 0.76919 0.0 0.4 -0.2
C 0.40480 -0.18624 0.06516 0.5 0.5 0.4
H 1.40390 -0.59587 0.16627 0.0 -0.2 -0.3
H 1.01443 1.51925 1.07068 -0.1 0.2 0.3
H -1.26209 -0.36199 -1.00250 -0.1 -0.4 0.0
```
Forces are in eV/Å.

Values from the calculation:
Total charge = 0
Spin multiplicity = 1
Structure (SMILES) = C=CN
Energy above the lowest of the compared OMol25 structures with the same formula, charge and spin = 15.6 kJ/mol
E_tot = -133.92749 a.u.
LUMO = 1.230 eV

---

No. 2
Here is a molecular structure, C2H6O2Pb in a non-equilibrium geometry from OMol25. Energies are from wB97M-V/def2-TZVPD.

Structure (XYZ):
```
11
Properties=species:S:1:pos:R:3:forces:R:3
C -0.22169 -0.11846 -0.48941 -0.7 -0.2 -0.5
H -0.23531 -1.20034 -0.66949 0.1 0.3 0.1
O 1.91198 -0.77341 0.28493 2.0 -2.3 -0.6
H -1.41403 1.43524 0.42842 -0.1 -0.3 -0.1
H -1.80565 -0.22850 0.98252 0.1 0.2 -0.2
Pb 3.68972 0.22765 -0.39086 1.3 0.5 -0.5
H 0.06436 0.41900 -1.39998 0.0 -0.1 0.2
O 0.85372 0.16148 0.45935 -1.7 -0.6 3.2
H 0.94525 -0.61762 1.30902 -0.9 2.3 -1.8
C -1.50162 0.38492 0.12442 -0.2 0.1 0.0
H -2.28672 0.31002 -0.63893 0.1 0.0 0.2
```
Forces are in eV/Å.

Values from the calculation:
Total charge = +1
Spin multiplicity = 2
Energy above the lowest of the compared OMol25 structures with the same formula, charge and spin = 313.9 kJ/mol
E_tot = -422.66169 a.u.
LUMO (spin up / spin down) = -5.236 / -5.155 eV

---

No. 3
Here is a molecular structure, C22H22N5OPdS in a non-equilibrium geometry from OMol25. Energies are from wB97M-V/def2-TZVPD.

Structure (XYZ):
```
52
Properties=species:S:1:pos:R:3:forces:R:3
C 2.85391 -0.07554 0.78718 0.1 0.1 -0.2
C 0.83005 4.98471 -1.33897 0.0 0.0 0.0
N -1.65834 -0.14283 -1.26593 -0.4 -0.2 0.3
S 1.74645 2.38765 -1.34262 -0.2 0.3 -0.3
H 4.89574 0.37690 1.16762 0.0 0.0 -0.1
C -3.99889 -4.15690 3.47143 0.0 -0.1 0.2
H -2.94719 -4.97296 5.14970 0.0 0.0 0.0
H 3.21031 0.16570 -2.60952 0.0 0.0 0.0
C -4.00723 -0.22169 -1.76261 0.1 -0.1 0.2
C -2.91410 -0.55651 -0.93299 0.6 0.7 -0.7
H -2.31364 1.32643 -4.22243 0.1 0.0 0.0
H -4.97865 -0.55895 -1.43362 0.0 0.0 0.0
N 0.58962 -1.97466 2.81370 -0.7 -0.8 0.7
C -2.38629 -1.76633 1.02013 0.2 0.9 -0.9
H -4.65971 0.71937 -3.56490 0.0 0.0 0.0
H 0.56550 3.63706 -3.03443 0.0 -0.1 0.0
H -0.78904 -3.85574 4.58463 0.0 0.0 0.0
H 4.43383 1.21033 -1.85891 0.0 0.0 0.0
H -0.48033 0.73154 -2.71176 0.0 0.0 0.1
O 0.99800 1.06388 -1.33652 0.1 -0.5 0.0
C 2.79877 2.27344 -2.82315 -0.1 -0.1 0.3
C 3.99550 -0.08910 1.54036 0.0 -0.1 0.2
H 3.32388 3.22940 -2.87891 -0.1 0.0 0.0
H -4.91321 -4.67746 3.72378 0.0 0.0 0.0
C -0.57884 -2.07692 2.29332 1.0 0.7 -0.3
C -2.87502 -4.33544 4.27898 -0.2 0.0 -0.1
C -2.77118 -2.69178 2.07441 0.2 -0.5 0.8
H 4.84407 -0.75182 3.41216 0.0 0.0 0.0
C 1.65181 -1.29462 2.34715 0.6 0.7 -0.7
H -4.82796 -3.20315 1.71932 0.0 0.0 0.0
C 0.53629 3.61932 -1.94606 0.3 0.0 0.2
H -0.42728 3.22792 -1.61991 0.0 0.0 0.0
C 3.96462 -0.72550 2.78313 0.1 0.1 -0.2
C -1.67456 -3.70937 3.98126 0.3 0.2 -0.1
C -3.96300 -3.33745 2.35443 0.0 0.2 -0.3
H 0.85989 4.92853 -0.25111 0.0 0.0 0.0
N -1.05795 -1.43779 1.17343 -0.2 -0.6 0.2
H 2.14133 2.16145 -3.68537 -0.1 0.1 0.0
H 2.71194 -1.87795 4.09345 0.0 0.0 0.0
C 2.80411 -1.33431 3.16527 -0.3 -0.1 0.0
C -1.64265 -2.88392 2.87091 -0.8 -0.3 0.1
C -1.49569 0.49176 -2.44557 0.2 0.1 -0.2
C -3.82273 0.46787 -2.92734 0.1 0.1 -0.1
Pd -0.01239 -0.33744 -0.01929 0.4 0.6 -0.3
C 3.75919 1.10162 -2.70906 0.0 0.0 0.0
C -2.52092 0.81808 -3.29235 -0.2 -0.1 0.1
N 1.67929 -0.61916 1.16175 -0.4 -0.4 0.5
H 0.04913 5.69037 -1.61842 0.0 0.0 0.0
H 4.36607 1.04427 -3.61137 0.0 0.0 0.0
N -3.20342 -1.31774 0.13798 -0.6 -0.8 0.7
H 2.88119 0.37361 -0.18558 -0.1 0.1 -0.2
H 1.78332 5.38259 -1.68798 0.0 0.0 0.0
```
Forces are in eV/Å.

Values from the calculation:
Total charge = +1
Spin multiplicity = 1
Energy above the lowest of the compared OMol25 structures with the same formula, charge and spin = 19.2 kJ/mol
E_tot = -1726.47662 a.u.
LUMO = -3.524 eV

---

No. 4
Here is a molecular structure, C14H40BeF3N2O12S3 in a non-equilibrium geometry from OMol25. Energies are from wB97M-V/def2-TZVPD.

Structure (XYZ):
```
75
Properties=species:S:1:pos:R:3:forces:R:3
H -1.93942 -1.36791 1.03057 0.5 -0.3 0.3
H 1.43430 -1.97491 -2.01540 -0.9 1.0 -0.4
O -1.14681 -4.28885 1.37851 1.0 -0.2 0.4
C 1.68695 6.09373 -0.07415 1.1 1.3 -0.1
H 4.10671 -2.18425 3.06470 1.2 -0.2 0.2
H 1.43493 -5.42619 -3.55013 0.2 0.6 -0.1
C 3.45480 3.01378 0.61707 -1.4 1.2 -1.0
O 1.57490 4.73077 -0.52572 1.5 -2.4 -0.6
H 0.42195 7.60549 0.82291 -0.1 -0.2 0.0
C 0.42974 6.53460 0.61988 -0.5 -1.7 -0.1
H -5.82351 -3.11206 2.46308 -0.2 0.6 -0.9
H 4.20473 2.22928 0.51564 0.0 0.4 -0.4
C 1.34248 -0.61054 0.73534 -0.5 -0.8 -1.1
H 4.02862 -0.71499 3.97107 0.6 -0.3 0.7
H -6.98948 -4.32311 1.82930 0.2 0.0 -0.1
H 3.75850 3.88765 1.19347 0.4 -0.2 0.0
H -0.48781 -0.36633 3.76891 -0.9 0.2 0.1
N 0.32459 -0.78512 4.19868 -0.8 1.3 0.5
C -5.95169 -4.13285 2.10304 0.6 0.6 0.8
H 1.92858 6.73452 -0.92215 0.0 -0.2 -0.1
N 4.04766 -1.17600 3.07263 -0.9 1.0 -0.2
O 2.98606 -2.88550 -2.63288 2.2 -5.5 2.8
F -2.34739 5.78882 -2.49232 -0.9 -1.0 0.1
C 2.67484 -0.77500 -3.42682 -0.4 1.4 1.3
H 0.20946 -4.33546 -2.68355 0.3 0.1 -0.1
H 2.47583 6.21190 0.66868 0.4 -0.3 -0.2
H -2.90674 1.09125 -1.84687 0.0 -0.2 0.4
C -2.68533 -2.06745 1.40785 -0.1 -0.6 -1.3
H -0.06590 2.08769 -1.94780 0.2 0.9 0.2
O -1.51615 3.47658 -1.54006 -1.1 1.2 -0.9
S 2.91660 3.81340 -1.03294 1.7 2.3 -1.0
H 0.38344 5.92170 1.52005 -0.1 0.5 0.5
S -2.39521 -3.80805 0.78630 -3.8 0.7 -0.9
O -3.31666 3.29702 -0.17564 0.1 0.6 -0.6
H -3.57769 -1.71522 0.89042 -0.3 -0.4 0.1
C -4.92800 -4.53745 1.02178 -3.2 -0.5 0.7
C 1.98598 -2.05333 -2.95221 -1.8 3.0 -1.4
H 0.04100 -1.55848 4.78314 0.0 -0.4 0.1
H -0.43565 6.17671 0.06212 -0.2 0.6 -0.3
H 0.88409 -0.96431 3.37712 1.1 -1.3 -1.4
H 2.00680 -0.08565 -3.94318 -0.2 -0.4 -0.3
H -5.74617 -4.57105 3.07969 0.0 -1.1 -0.3
C 1.04644 -5.03004 -2.61192 1.1 0.4 0.9
Be 1.35241 -4.15627 2.09468 -1.3 2.0 -3.6
S 2.54609 -4.22273 -1.65806 1.2 -2.7 -3.5
H -1.95266 1.42637 -3.19806 0.3 0.7 0.0
C -1.86267 1.10800 -2.15949 -1.1 0.6 0.1
C -3.30889 5.17031 -1.75470 1.2 1.7 0.4
F -3.58619 6.09114 -0.77888 -0.4 -1.3 -0.8
H -5.08259 -3.94725 0.11852 0.7 0.2 0.1
H 3.13425 -1.02320 2.66959 -1.6 0.0 -0.7
C -2.73629 3.88450 -1.04952 0.8 -1.9 0.1
H 2.22487 -0.43576 0.11976 0.4 -0.1 0.4
H 2.53281 2.65503 1.07461 -0.1 -0.2 -0.1
H 0.59057 -0.92642 0.01219 -0.3 0.0 0.1
H 0.75177 -0.05269 4.74746 0.1 0.3 0.6
H 4.62586 -0.62656 2.45304 1.2 -0.4 -0.3
O 4.03600 4.69641 -1.46499 -3.0 -2.1 1.5
H -0.68795 2.11075 -0.33174 -0.6 -1.0 0.3
C -0.99308 2.14512 -1.37759 -0.1 -0.4 -1.1
O 3.68044 -5.15293 -1.73648 -2.4 2.4 0.7
O 2.44171 2.82142 -1.99134 0.0 1.0 2.0
O 1.47395 -1.52280 1.80034 0.7 -1.2 2.3
O -2.66163 -3.94626 -0.65915 1.3 0.4 3.4
F -4.38965 4.92083 -2.50893 1.1 0.1 0.9
H -2.87956 -2.06713 2.48040 0.3 -0.2 -0.1
H 0.98353 0.32397 1.16657 0.0 0.3 0.1
O -3.66455 -4.48397 1.65851 4.0 0.9 -1.3
H 2.91637 -0.20499 -2.52968 0.5 0.1 0.0
H 1.37564 -2.32297 -3.81411 -0.3 -1.0 0.3
H -1.55558 0.08384 -2.37138 0.7 -0.1 1.0
H -5.19660 -5.56598 0.78078 0.6 -0.1 -0.3
H 3.58813 -0.88491 -4.01156 -0.2 -0.5 0.0
H 0.73776 -5.92161 -2.06609 0.2 0.2 0.6
O 2.03536 -3.81802 -0.32296 0.0 0.4 1.0
```
Forces are in eV/Å.

Values from the calculation:
Total charge = +3
Spin multiplicity = 1
E_tot = -3077.32434 a.u.
LUMO = -14.569 eV

---

No. 5
Here is a molecular structure, C26H22F4N2O3S2 in a non-equilibrium geometry from OMol25. Energies are from wB97M-V/def2-TZVPD.

Structure (XYZ):
```
59
Properties=species:S:1:pos:R:3:forces:R:3
H -5.56011 1.18316 -0.77262 0.0 0.1 0.3
H 3.48104 -2.40879 1.83091 0.0 0.0 0.1
H -3.01054 1.31547 -1.03238 -0.2 0.1 0.2
H -2.98863 2.40066 -7.54913 0.0 0.0 0.0
C 4.33663 -5.04822 3.76811 -0.1 -0.1 0.2
C 2.62366 2.05809 0.87189 0.0 0.3 -0.1
H -1.85038 4.32368 -6.49495 0.0 0.0 0.0
N -1.34948 -2.38164 3.78313 1.4 0.1 -0.2
H 0.95373 -0.65951 0.24572 0.1 -0.3 0.5
H -4.82507 2.64407 -0.05340 -0.1 -0.3 -0.1
C 4.79028 -4.01537 1.22822 0.0 -0.1 0.2
C 3.96145 -3.33701 2.11050 -0.1 0.3 -0.1
H 1.39212 3.70355 -1.79769 0.0 0.0 0.0
C -2.62021 2.32078 -6.53466 0.0 0.0 -0.1
H -3.28596 0.29577 -6.28672 0.0 0.0 0.0
C -2.57150 -1.46787 1.84602 -0.5 0.2 -0.4
H -1.02098 4.13995 -4.15771 0.0 0.0 0.0
H 5.61683 -6.66095 3.17499 0.0 0.0 0.0
C 5.38538 -5.21069 1.61006 0.1 -0.1 -0.1
O -3.48871 -0.48921 -0.11264 0.2 0.7 0.6
C -1.11614 -0.59878 0.05164 -0.7 -0.2 0.2
H 1.52642 1.41417 -0.84601 0.0 0.0 0.0
S 0.24345 -2.48518 4.11198 -0.3 -0.2 0.3
F -5.22720 -0.81589 1.87534 0.7 -0.2 -0.1
C -4.91715 1.55141 0.03584 0.3 0.1 -0.5
C -1.68289 2.11994 -3.95448 -0.1 0.0 -0.4
F 2.68574 0.81590 1.39200 0.0 0.0 0.0
F 2.94949 -3.20408 4.23031 0.2 -0.1 0.2
H 4.97182 -3.61001 0.24134 0.0 0.0 0.0
C 1.90600 3.53547 -0.86017 0.1 0.1 0.1
H -1.08731 -0.12524 -0.92649 -0.1 -0.1 0.2
C 3.21156 3.10329 1.55583 0.1 0.0 0.2
C 5.15631 -5.72780 2.87829 0.0 0.1 -0.1
H -2.93199 1.31965 0.75778 0.1 0.0 -0.3
C 3.15035 4.38057 1.01748 -0.1 -0.1 -0.1
C -3.51034 0.98477 -0.11541 -0.2 -0.1 0.4
C -2.78547 1.13774 -5.82716 0.1 0.2 0.0
O -4.08314 -1.41490 3.90453 -0.1 1.0 0.1
C 1.97345 2.25479 -0.33123 -0.1 -0.2 -0.1
C -2.30926 1.03211 -4.52821 0.0 -0.2 0.2
C -1.98236 3.40288 -5.94239 -0.1 -0.2 0.0
H 2.44606 5.59567 -0.60362 0.0 0.0 0.0
H -2.42119 0.11529 -3.96294 0.0 0.0 0.0
N 0.90134 -1.84345 2.79873 -0.5 -0.1 0.0
O -4.61743 -3.11072 2.30439 -0.1 -0.1 -1.2
H 3.61320 5.20764 1.53947 0.0 0.0 0.0
C -2.40466 -0.88390 0.63734 -0.3 0.3 -1.4
F -1.22338 2.02088 -2.68709 0.1 0.0 0.1
H -5.35357 1.35551 1.01696 0.1 -0.2 -0.3
H 4.15151 -5.43030 4.76371 0.0 0.0 0.0
C 2.49577 4.59739 -0.18822 0.0 0.1 0.0
C -1.51366 3.30556 -4.64014 0.1 0.2 0.1
H 6.02853 -5.74061 0.91913 0.0 0.0 0.0
C 3.75016 -3.86398 3.36893 0.2 -0.2 -0.3
S -4.17978 -1.78404 2.53968 0.3 -1.1 1.9
C -0.11680 -1.50644 1.99745 0.5 -0.2 0.5
H 3.70987 2.91506 2.49785 0.0 0.0 0.0
C 0.00665 -0.91018 0.71470 0.4 0.3 -0.3
C -1.38349 -1.81611 2.58519 -1.1 0.2 -0.5
```
Forces are in eV/Å.

Values from the calculation:
Total charge = 0
Spin multiplicity = 1
E_tot = -2534.98374 a.u.
LUMO = -0.712 eV

---

No. 6
Here is 9 unconnected molecules or ions with the total composition C37H39Cl4N7 in a non-equilibrium geometry from OMol25. Energies are from wB97M-V/def2-TZVPD.

Structure (XYZ):
```
87
Properties=species:S:1:pos:R:3:forces:R:3
H 3.45637 0.04265 2.50219 0.2 0.3 0.2
Cl -2.31959 1.34852 -2.42566 0.2 -0.9 0.1
H -5.05045 4.61121 -1.52199 0.6 -0.3 0.5
C 1.08220 -2.07600 -4.00206 1.2 0.5 1.6
N -1.88340 -2.73978 3.24728 -0.8 0.5 1.2
H 3.32068 -2.03400 -1.28357 0.4 -0.1 0.7
C 0.97780 0.18491 -4.75517 -3.6 0.6 -3.3
C -1.13213 -3.26806 2.33726 1.5 -1.7 -0.8
H 1.59500 3.00636 1.42375 -0.2 -0.1 -0.1
C -0.38218 -5.18900 -1.05007 0.3 1.6 -0.2
C -1.17307 -4.36660 4.90408 1.2 0.1 -3.8
C 1.07744 4.72085 -0.40149 -0.3 -1.8 -2.0
N 2.11529 -1.76608 -3.17652 0.0 1.5 0.1
C 3.26405 -0.88535 0.58790 0.3 0.3 -0.8
C -2.01561 -0.34555 -1.86618 0.7 0.6 1.5
H 5.40086 -3.25645 -0.47855 0.8 -1.2 -1.1
H -1.16062 -4.77787 5.87420 -0.2 -0.2 0.9
C -0.26953 -6.52755 -0.93653 -0.6 -2.3 0.8
C -0.46756 0.50656 3.45039 0.0 0.4 -0.5
H -1.30713 -4.70711 -1.25498 -0.9 0.2 0.2
C -4.59429 3.92425 -0.78260 -0.1 -0.3 1.0
C 3.82590 -1.84585 -0.31833 -1.2 0.6 0.8
H 2.35614 1.53377 -4.06734 0.5 0.0 0.5
H -0.31204 -1.39505 -5.38580 -0.9 0.0 -0.5
H -1.31007 -0.25297 -0.96506 -1.2 -0.2 -1.4
C 0.45282 2.73254 3.26607 -0.3 -0.2 -1.8
H -1.55386 -0.95434 -2.64585 -0.2 0.4 0.0
C 0.47626 -1.10107 -4.74355 -0.1 -0.9 -0.4
H 3.29086 -0.13397 -2.45135 -0.3 -0.8 -0.4
C -3.56940 2.23272 1.10414 0.5 0.4 0.1
H 0.72698 -3.30121 -0.97482 0.0 -0.5 -0.2
H -0.76968 2.11623 4.90304 0.4 -0.4 -0.5
H -5.23991 0.90703 0.56796 0.2 -0.5 0.3
C -0.30421 1.80579 3.94949 -0.4 -1.0 1.0
C 5.56264 -2.13040 1.30082 0.2 -0.3 -0.5
H 6.57038 -2.53285 1.42318 -0.3 0.0 0.7
H 2.93035 -4.53840 -0.86751 -0.1 0.4 0.2
C -1.92040 -3.28774 4.47953 0.2 -0.3 0.6
N 2.42728 3.53722 -2.51978 1.0 -0.5 -0.6
H 0.19781 -5.01486 1.79144 -0.3 0.7 0.3
H 0.62274 2.81836 -3.15732 -0.1 -0.2 -0.3
C 0.03998 0.19244 2.18323 -0.2 1.1 1.0
C -4.70999 1.82761 0.43307 0.3 1.1 -0.5
H -0.25857 -0.74128 1.70852 0.6 0.0 0.1
Cl -3.19207 8.90345 -0.33967 -0.9 -0.9 -0.2
C 2.51689 -0.47663 -3.16705 0.6 -0.2 0.2
C 2.01109 0.51521 -4.01451 1.8 0.5 1.7
C -0.35786 -4.45829 2.56286 -0.5 0.5 0.2
H -1.15440 -7.20064 -0.79264 0.8 0.8 -0.6
H -2.59784 -2.85352 5.19021 -0.3 0.5 0.1
H -2.11765 3.79617 1.38376 0.1 0.4 0.1
H 2.36498 -0.27053 0.32481 0.9 -0.8 0.3
H 0.76720 -3.10119 -3.87587 -0.3 -0.1 -0.6
H 0.51976 3.73186 3.67203 0.3 0.1 -0.2
N 0.79200 1.05267 1.51940 -0.1 2.6 -0.6
H 3.06680 5.24428 0.29333 -0.3 0.0 -0.4
H 0.11091 -5.93080 4.08318 -0.1 0.8 -0.3
C 0.93948 2.35875 1.99001 0.2 -2.5 1.4
C 0.38736 3.88600 -1.37015 -0.1 2.4 1.8
H -4.02049 6.57732 -0.68299 -0.4 2.1 0.6
C -0.38132 -4.96535 3.84442 -0.6 -0.7 1.6
H -3.05516 1.56846 1.78586 -0.1 0.0 0.2
C -4.49416 7.62169 -0.49513 1.5 -1.7 0.4
H -5.03964 7.60803 0.44721 0.2 0.1 -0.1
H 1.04901 -8.17416 -0.89565 0.4 -0.5 0.3
H 0.52650 5.28213 0.32350 -0.2 0.1 0.5
C 0.99982 -7.10498 -0.83758 0.0 0.7 -0.6
C 3.92203 -0.61205 1.78455 0.7 -1.9 -0.1
C 2.46714 4.75034 -0.47856 0.0 0.4 0.3
C 1.12720 3.38343 -2.39108 -0.5 -0.4 -0.3
C 3.10586 4.15935 -1.57509 -1.8 -0.2 0.5
N 5.08569 -1.25920 2.17680 -1.2 1.0 -1.0
H -0.70784 3.80562 -1.40320 0.6 0.0 0.3
C -3.01483 3.51890 0.85537 -1.1 -1.9 -0.3
C -5.19746 2.69468 -0.53653 -1.6 -0.3 -1.8
H -6.07685 2.36054 -1.20746 1.5 0.7 1.3
H 4.14494 4.13460 -1.70282 1.4 0.3 0.0
Cl -3.54672 -1.13983 -1.33884 0.7 0.3 -0.2
C 4.94253 -2.53300 0.10614 -0.8 2.0 0.9
Cl -5.61925 7.88854 -1.78730 -0.4 0.4 -0.5
N -3.53881 4.33550 -0.03889 -0.3 0.7 -1.0
H 0.44714 0.93456 -5.43359 0.9 -1.0 1.0
H -1.13002 -2.76775 1.36706 0.0 -0.3 0.1
H -0.98935 -0.29372 3.94309 -0.4 0.2 0.4
C 1.97861 -5.04675 -0.86207 0.4 -1.2 -0.3
C 0.75747 -4.39707 -0.98219 0.8 0.1 0.2
N 2.13518 -6.40629 -0.85018 -1.0 0.9 0.2
```
Forces are in eV/Å.

Values from the calculation:
Total charge = 0
Spin multiplicity = 1
Structure (SMILES) = c1ccncc1.c1ccncc1.c1ccncc1.c1ccncc1.c1ccncc1.c1ccncc1.c1ccncc1.ClCCl.ClCCl
Energy above the lowest of the compared OMol25 structures with the same formula, charge and spin = 182.8 kJ/mol
E_tot = -3657.25456 a.u.
LUMO = 0.423 eV

---

Copy entry 2 word for word.
Here is a molecular structure, C2H6O2Pb in a non-equilibrium geometry from OMol25. Energies are from wB97M-V/def2-TZVPD.

Structure (XYZ):
```
11
Properties=species:S:1:pos:R:3:forces:R:3
C -0.22169 -0.11846 -0.48941 -0.7 -0.2 -0.5
H -0.23531 -1.20034 -0.66949 0.1 0.3 0.1
O 1.91198 -0.77341 0.28493 2.0 -2.3 -0.6
H -1.41403 1.43524 0.42842 -0.1 -0.3 -0.1
H -1.80565 -0.22850 0.98252 0.1 0.2 -0.2
Pb 3.68972 0.22765 -0.39086 1.3 0.5 -0.5
H 0.06436 0.41900 -1.39998 0.0 -0.1 0.2
O 0.85372 0.16148 0.45935 -1.7 -0.6 3.2
H 0.94525 -0.61762 1.30902 -0.9 2.3 -1.8
C -1.50162 0.38492 0.12442 -0.2 0.1 0.0
H -2.28672 0.31002 -0.63893 0.1 0.0 0.2
```
Forces are in eV/Å.

Values from the calculation:
Total charge = +1
Spin multiplicity = 2
Energy above the lowest of the compared OMol25 structures with the same formula, charge and spin = 313.9 kJ/mol
E_tot = -422.66169 a.u.
LUMO (spin up / spin down) = -5.236 / -5.155 eV